w | The following is a quantum chemistry calculation of an isolated molecule of C5H10N2O, from the Open Molecules 2025 dataset.

- highest occupied orbital energy (Ha) = -0.317
- lowest unoccupied orbital energy (eV) = 0.9
- SMILES = CNCC(=O)[C@H]1CN1
- gap between HOMO and LUMO (eV) = 9.49

Last column: natural (NBO) charge in e.
Cartesian coordinates (Å):
H -2.721 0.038 -0.468  0.199
H 1.704 -1.230 -1.325  0.389
N -1.239 -0.832 0.635  -0.620
H -0.248 -0.034 1.901  0.208
N 1.310 -0.798 -0.519  -0.608
H -1.437 -0.152 -1.509  0.186
C -2.018 -0.687 -0.809  -0.449
H -1.531 1.280 1.642  0.232
H 3.370 0.167 0.072  0.221
O -0.577 1.966 -0.574  -0.562
H -2.542 -1.504 -1.084  0.201
C 2.373 -0.178 0.384  -0.286
H -0.292 -1.034 0.145  0.404
C 1.181 0.579 -0.386  -0.155
C -0.081 1.136 0.203  0.541
H 2.120 -0.270 1.530  0.211
C -0.934 0.411 1.319  -0.319
H 1.563 1.142 -1.156  0.207



x | The following is a quantum chemistry calculation of a cluster of 2 separate species, C5H10N2O in total, from the Open Molecules 2025 dataset.

- highest occupied orbital energy (Ha) = -0.283
- lowest unoccupied orbital energy (eV) = 0.7
- SMILES = C=C(N)OC.C=C=N
- gap between HOMO and LUMO (eV) = 8.40

Last column: natural (NBO) charge in e.
Cartesian coordinates (Å):
H 0.276 0.675 2.301  0.206
N -2.011 -1.881 0.220  -0.630
H 2.355 0.601 -2.133  0.190
C 0.557 0.821 1.273  -0.571
H -2.871 1.205 0.282  0.225
H -2.743 0.645 -1.437  0.238
H 0.599 1.836 0.926  0.213
C -1.950 -0.661 0.067  0.397
H -1.157 -2.320 0.563  0.382
C 0.525 -0.242 0.428  0.490
H 1.176 -2.159 0.180  0.401
H 2.251 1.537 -0.685  0.185
N 0.806 -1.537 0.884  -0.875
H 1.210 -1.603 1.806  0.401
C -2.488 0.471 -0.407  -0.632
H 0.961 1.709 -1.892  0.182
O 0.866 -0.093 -0.962  -0.554
C 1.639 0.998 -1.413  -0.247



y | The following is a quantum chemistry calculation of a cluster of 2 separate species, C5H10N2O in total, from the Open Molecules 2025 dataset.

- highest occupied orbital energy (Ha) = -0.311
- lowest unoccupied orbital energy (eV) = 0.7
- SMILES = Cc1c[nH]cn1.CO
- gap between HOMO and LUMO (eV) = 9.20

Last column: natural (NBO) charge in e.
Cartesian coordinates (Å):
O -4.034 1.451 1.577  -0.726
H 3.025 -1.414 1.393  0.218
N 0.900 -1.434 -0.600  -0.453
H 2.322 1.577 -0.490  0.220
C 1.955 -0.681 -0.221  0.088
H -1.016 -0.794 -1.426  0.197
H -0.028 1.346 -1.595  0.414
H -3.528 1.741 2.358  0.459
N 0.481 0.689 -1.034  -0.524
C -0.018 -0.608 -1.050  0.150
H -2.489 0.019 1.525  0.178
H 4.075 -0.633 0.253  0.220
C -3.077 0.620 0.858  -0.263
H 3.526 -2.294 -0.039  0.233
H -3.727 -0.117 0.315  0.182
C 1.731 0.673 -0.486  -0.121
C 3.193 -1.240 0.294  -0.641
H -2.556 1.307 0.220  0.170



Quick look at relative energies in hartree: w 0.1366; x 0.1017; y 0.0000.



w | The following is a quantum chemistry calculation of a structure of composition CH2BrF2N, from the Open Molecules 2025 dataset.

- highest occupied orbital energy (Ha) = -0.372
- lowest unoccupied orbital energy (eV) = 0.4
- gap between HOMO and LUMO (eV) = 10.48

Last column: natural (NBO) charge in e.
Cartesian coordinates (Å):
F -1.284 0.523 0.978  -0.333
F 0.593 1.486 0.398  -0.348
C -0.193 0.409 0.143  0.725
Br 1.817 -0.988 -0.782  0.223
N 0.318 -0.904 0.205  -0.733
H -0.322 0.610 -1.393  0.076
H 0.584 -1.267 1.059  0.389



x | The following is a quantum chemistry calculation of a cluster of 2 separate species, CH2BrF2N in total, from the Open Molecules 2025 dataset.

- highest occupied orbital energy (spin up / spin down) (Ha) = -0.355 / -0.343
- lowest unoccupied orbital energy (spin up / spin down) (eV) = -1.0 / -0.9
- gap between HOMO and LUMO (spin up / spin down) (eV) = 8.61 / 8.43

Last column: natural (NBO) charge in e.
Cartesian coordinates (Å):
Br 2.023 1.044 0.744  0.224
C -0.496 -0.149 0.148  0.852
H -1.940 0.569 -1.097  -0.060
F -0.673 -1.462 0.210  -0.333
F -0.721 0.396 1.348  -0.327
N 0.759 0.238 -0.409  -0.765
H 1.049 -0.636 -0.944  0.408



Quick look at relative energies in hartree: w 0.0000; x 0.0674.



w | The following is a quantum chemistry calculation of a cluster of 2 separate species, C3H10N4 in total, from the Open Molecules 2025 dataset.

- highest occupied orbital energy (Ha) = -0.289
- lowest unoccupied orbital energy (eV) = 1.1
- SMILES = [H]/N=C/N.N/C=C/N
- gap between HOMO and LUMO (eV) = 8.93

Last column: natural (NBO) charge in e.
Cartesian coordinates (Å):
H 0.641 0.416 -2.491  0.191
N 1.642 -1.349 -2.020  -0.816
H -0.322 1.647 0.066  0.376
N 0.645 1.778 -0.216  -0.837
C 1.143 -0.083 -1.663  -0.041
N -1.644 -0.232 0.263  -0.844
C 1.237 0.508 -0.474  -0.130
H -1.350 -0.100 3.414  0.339
H -0.753 -0.633 -0.003  0.403
C -1.894 -0.103 1.615  0.275
H 2.088 -1.333 -2.925  0.367
H 1.121 2.206 0.565  0.360
H 2.329 -1.702 -1.364  0.363
H -2.402 -0.636 -0.268  0.384
H 1.824 -0.006 0.289  0.173
H -2.859 0.357 1.852  0.141
N -1.087 -0.488 2.514  -0.702



x | The following is a quantum chemistry calculation of an isolated molecule of C3H10N4, from the Open Molecules 2025 dataset.

- highest occupied orbital energy (Ha) = -0.315
- lowest unoccupied orbital energy (eV) = 1.0
- SMILES = CC(N)(N)/C=N/N
- gap between HOMO and LUMO (eV) = 9.60

Last column: natural (NBO) charge in e.
Cartesian coordinates (Å):
N -0.799 1.283 0.728  -0.272
H 1.173 -1.675 1.013  0.362
H 1.309 1.359 -1.245  0.220
H -1.313 -0.737 0.947  0.163
C 1.583 0.437 -0.718  -0.617
N -1.763 1.528 1.661  -0.674
H 2.031 0.749 0.232  0.220
C -0.632 0.010 0.498  0.039
H 2.382 -0.054 -1.286  0.230
N -0.260 -0.799 -1.764  -0.812
H 0.069 -2.475 0.014  0.360
H -1.149 -1.264 -1.614  0.358
C 0.387 -0.479 -0.530  0.193
H -1.427 1.311 2.603  0.349
H -1.959 2.532 1.678  0.354
N 0.803 -1.779 0.074  -0.842
H -0.435 0.054 -2.292  0.369



Quick look at relative energies in hartree: w 0.0000; x 0.0207.